1.
Below is an isolated molecule of C15H22N2O4, with properties calculated with ωB97M-V with the def2-TZVPD basis set.

Cartesian coordinates (Å):
1 C -6.458 -1.721 0.141
2 O -5.857 -0.456 0.255
3 C -4.519 -0.328 -0.021
4 C -3.714 -1.408 -0.366
5 C -2.366 -1.257 -0.635
6 C -1.789 0.004 -0.584
7 C -0.352 0.248 -0.897
8 O 0.045 1.250 -1.457
9 N 0.482 -0.761 -0.525
10 C 1.912 -0.640 -0.669
11 C 2.540 0.084 0.544
12 N 3.973 0.250 0.523
13 C 4.481 1.049 -0.576
14 C 5.946 1.381 -0.287
15 O 6.715 0.208 -0.138
16 C 6.201 -0.593 0.899
17 C 4.742 -0.974 0.637
18 C -2.589 1.091 -0.261
19 C -3.940 0.956 0.039
20 O -4.551 2.127 0.362
21 C -5.916 2.186 0.709
22 H -7.509 -1.563 0.378
23 H -6.373 -2.119 -0.875
24 H -6.033 -2.438 0.851
25 H -4.143 -2.395 -0.429
26 H -1.787 -2.122 -0.921
27 H 0.133 -1.471 0.099
28 H 2.091 -0.055 -1.573
29 H 2.339 -1.639 -0.786
30 H 2.285 -0.463 1.458
31 H 2.092 1.080 0.605
32 H 3.898 1.968 -0.648
33 H 4.426 0.513 -1.539
34 H 6.391 1.934 -1.115
35 H 6.005 1.983 0.632
36 H 6.834 -1.481 0.942
37 H 6.262 -0.051 1.855
38 H 4.361 -1.561 1.475
39 H 4.698 -1.585 -0.281
40 H -2.159 2.079 -0.234
41 H -6.136 1.583 1.593
42 H -6.559 1.869 -0.114
43 H -6.103 3.237 0.932

For the molecular weight, the calculation gives 294.35 g mol⁻¹. For the total energy, the calculation gives -995.213578 Eh. Its highest occupied orbital energy is -0.304 hartree. Its HOMO-LUMO gap is 0.3278 Ha. Its SMILES is COc1ccc(C(=O)NCCN2CCOCC2)cc1OC.

2.
Below is an isolated molecule of C15H22N2O4 at a distorted geometry, with properties calculated with ωB97M-V with the def2-TZVPD basis set.

Cartesian coordinates (Å):
1 C 0.324 -5.060 1.094
2 C 0.894 -4.039 0.066
3 C 1.718 -2.809 0.562
4 C 2.562 -3.124 1.788
5 C 0.853 -1.558 0.888
6 N -0.303 -1.783 1.784
7 C 0.295 -0.857 -0.347
8 O 0.336 -1.400 -1.451
9 N -0.311 0.344 -0.212
10 C -0.242 1.283 0.878
11 C 0.288 2.649 0.387
12 C -0.363 3.193 -0.855
13 C 0.262 3.016 -2.089
14 C -0.274 3.533 -3.269
15 C -1.491 4.221 -3.241
16 O -1.956 4.643 -4.428
17 C -2.119 4.418 -2.007
18 C -1.564 3.925 -0.841
19 C -1.608 1.391 1.587
20 O -2.100 2.464 1.886
21 O -2.132 0.244 2.035
22 H 1.143 -5.444 1.739
23 H -0.441 -4.616 1.762
24 H -0.177 -5.877 0.577
25 H 1.564 -4.573 -0.603
26 H 0.117 -3.706 -0.598
27 H 2.368 -2.512 -0.274
28 H 3.177 -4.027 1.639
29 H 3.219 -2.260 2.016
30 H 1.916 -3.314 2.664
31 H 1.462 -0.806 1.418
32 H -0.933 -2.471 1.409
33 H 0.017 -2.156 2.666
34 H -0.642 0.704 -1.089
35 H 0.479 0.901 1.614
36 H 0.210 3.398 1.167
37 H 1.359 2.460 0.200
38 H 1.201 2.491 -2.145
39 H 0.227 3.354 -4.213
40 H -2.715 5.219 -4.263
41 H -3.062 4.978 -1.918
42 H -2.054 4.080 0.133
43 H -1.504 -0.517 1.884

For the molecular weight, the calculation gives 294.35 g mol⁻¹. For the total energy, the calculation gives -995.294851 Eh. Its highest occupied orbital energy is -0.312 hartree. Its HOMO-LUMO gap is 0.3298 Ha. Its SMILES is CC[C@H](C)[C@H](N)C(=O)N[C@@H](Cc1ccc(O)cc1)C(=O)O.

3.
Below is a cluster of 2 separate species, C15H22N5O2S in total at a distorted geometry, with properties calculated with ωB97M-V with the def2-TZVPD basis set.

Cartesian coordinates (Å):
1 C 5.681 -0.219 -0.390
2 N 6.598 -0.817 -1.471
3 N 5.898 -1.802 -2.204
4 C 4.536 -1.801 -1.546
5 S 2.989 -2.847 -1.886
6 C 1.573 -1.657 -1.523
7 C 0.078 -2.274 -1.794
8 C -0.971 -1.731 -0.657
9 C -1.391 -0.152 -0.792
10 N -0.725 0.598 -1.923
11 C 0.115 1.695 -1.706
12 N -0.264 3.125 -2.114
13 C 0.972 3.996 -2.091
14 O 1.661 4.072 -0.794
15 C 1.768 2.761 -0.136
16 N 1.492 1.569 -1.025
17 O 4.328 -0.833 -0.449
18 H 5.965 0.616 0.395
19 H 1.712 -0.747 -2.283
20 H 1.653 -1.186 -0.432
21 H 0.131 -3.454 -1.667
22 H -0.360 -2.027 -2.852
23 H -0.500 -1.940 0.419
24 H -1.981 -2.365 -0.667
25 H -1.040 0.386 0.213
26 H -2.565 -0.090 -0.928
27 H -0.832 0.272 -2.909
28 H -0.953 3.417 -1.383
29 H 1.786 3.709 -2.903
30 H 0.609 5.091 -2.397
31 H 2.820 2.687 0.421
32 H 0.964 2.723 0.744
33 H 2.240 1.531 -1.766
34 C -4.141 -2.297 3.053
35 C -5.030 -1.300 3.453
36 C -4.555 -0.030 3.779
37 C -3.190 0.246 3.695
38 C -2.301 -0.750 3.292
39 C -2.775 -2.022 2.975
40 H -4.511 -3.288 2.803
41 H -6.095 -1.514 3.511
42 H -5.248 0.744 4.096
43 H -2.821 1.237 3.944
44 H -1.238 -0.534 3.225
45 H -2.081 -2.799 2.666

For the molecular weight, the calculation gives 336.44 g mol⁻¹. For the total energy, the calculation gives -1406.603647 Eh. Its highest occupied orbital energy is -0.412 hartree. Its HOMO-LUMO gap is 0.1892 Ha. Its charge is +1.

4.
Below is a structure of composition C15H22O5 at a distorted geometry, with properties calculated with ωB97M-V with the def2-TZVPD basis set.

Cartesian coordinates (Å):
1 C -0.607 -3.020 -1.603
2 H -1.359 -3.062 -2.364
3 O -0.455 -1.611 -1.200
4 C 0.232 -1.565 -0.051
5 O -0.220 -2.517 0.887
6 C -1.535 -2.026 1.649
7 H -1.489 -1.062 2.195
8 H -1.732 -2.642 2.253
9 H -2.326 -1.907 0.749
10 C 1.702 -1.878 -0.279
11 C 2.455 -0.979 0.809
12 C 2.842 0.322 0.643
13 C 2.693 1.015 -0.502
14 C 1.747 2.409 0.104
15 O 0.407 1.867 0.192
16 C -0.512 1.860 -0.683
17 C -1.767 1.229 -0.349
18 C -2.342 1.629 0.941
19 C -3.448 1.328 1.175
20 C -4.342 0.518 0.476
21 C -3.865 0.180 -0.994
22 C -2.687 0.735 -1.126
23 H -2.186 0.516 -2.204
24 H -4.471 -0.352 -1.420
25 H -5.289 0.280 0.412
26 H -3.849 1.470 2.214
27 H -1.692 2.078 1.540
28 H -0.486 3.084 -1.228
29 H -0.123 1.223 -1.502
30 H 1.780 3.072 -0.622
31 H 2.114 2.848 0.955
32 O 3.842 1.785 -0.925
33 H 4.589 1.169 -0.804
34 H 2.199 0.537 -1.263
35 H 3.107 0.654 1.700
36 O 3.874 -0.630 0.507
37 H 2.417 -1.610 1.606
38 H 1.941 -1.455 -0.995
39 H 1.800 -2.867 -0.211
40 H -0.071 -0.343 0.330
41 H 0.334 -3.339 -2.084
42 H -0.933 -3.675 -0.645

For the molecular weight, the calculation gives 282.34 g mol⁻¹. For the total energy, the calculation gives -960.351602 Eh. Its highest occupied orbital energy is -0.310 hartree. Its HOMO-LUMO gap is 0.3230 Ha.

5.
Below is a cluster of 3 separate species, C15H22O5 in total at a distorted geometry, with properties calculated with ωB97M-V with the def2-TZVPD basis set.

Cartesian coordinates (Å):
1 C 2.053 0.047 -2.833
2 C 0.637 0.491 -2.767
3 C 0.256 1.738 -2.476
4 C -1.165 2.123 -2.508
5 O -1.477 3.298 -2.593
6 C -2.173 1.069 -2.438
7 C -1.805 -0.192 -2.689
8 O -2.655 -1.244 -2.641
9 C -0.412 -0.494 -3.112
10 O -0.156 -1.515 -3.720
11 H 2.568 0.199 -1.897
12 H 2.556 0.643 -3.586
13 H 2.109 -0.976 -3.169
14 H 0.994 2.494 -2.275
15 H -3.183 1.340 -2.208
16 H -3.287 -1.042 -1.951
17 C 0.386 -3.245 0.309
18 C 0.650 -2.905 1.770
19 C 1.941 -2.101 1.674
20 O 1.918 -1.443 0.404
21 C 0.861 -1.982 -0.392
22 H -0.655 -3.482 0.093
23 H 0.999 -4.096 0.004
24 H -0.154 -2.278 2.149
25 H 0.742 -3.777 2.417
26 H 2.820 -2.755 1.709
27 H 2.037 -1.353 2.463
28 H 0.059 -1.235 -0.448
29 H 1.229 -2.178 -1.398
30 C -0.666 2.933 2.164
31 C -0.189 2.209 3.417
32 C -0.838 0.844 3.247
33 O -0.917 0.605 1.837
34 C -0.635 1.818 1.128
35 H -0.046 3.783 1.884
36 H -1.689 3.289 2.304
37 H 0.900 2.114 3.405
38 H -0.477 2.699 4.345
39 H -1.852 0.830 3.661
40 H -0.264 0.043 3.716
41 H 0.356 1.730 0.668
42 H -1.374 1.953 0.338

For the molecular weight, the calculation gives 282.34 g mol⁻¹. For the total energy, the calculation gives -960.898871 Eh. Its highest occupied orbital energy is -0.349 hartree. Its HOMO-LUMO gap is 0.3079 Ha. Its SMILES is CC1=CC(=O)C=C(O)C1=O.C1CCOC1.C1CCOC1.

6.
Below is a structure of composition C15H22O6PSTi at a distorted geometry, with properties calculated with ωB97M-V with the def2-TZVPD basis set.

Cartesian coordinates (Å):
1 Ti -1.714 -0.616 0.196
2 O -2.062 1.104 -0.888
3 C -2.597 0.253 -1.698
4 O -3.189 -0.734 -1.183
5 C -2.046 0.192 -3.071
6 C -2.705 0.557 -4.262
7 C -2.123 0.214 -5.447
8 C -0.863 -0.404 -5.537
9 C -0.230 -0.726 -4.338
10 C -0.808 -0.464 -3.118
11 S -0.133 -1.129 -1.580
12 H -3.687 0.998 -4.209
13 H -2.678 0.393 -6.370
14 H -0.492 -0.661 -6.519
15 H 0.678 -1.332 -4.389
16 C 3.280 2.093 3.663
17 C 1.798 2.388 3.565
18 O 0.983 1.196 3.269
19 P 0.210 1.224 1.860
20 O -0.109 -0.370 1.547
21 C 0.820 -1.523 1.562
22 C 0.857 -2.198 2.887
23 O 1.593 1.493 1.066
24 C 1.575 1.664 -0.359
25 C 1.876 3.067 -0.819
26 H 3.831 3.024 3.571
27 H 3.681 1.384 2.921
28 H 3.482 1.689 4.660
29 H 1.572 3.138 2.803
30 H 1.490 2.825 4.504
31 H 1.781 -1.150 1.278
32 H 0.497 -2.176 0.771
33 H 1.139 -3.245 2.747
34 H -0.097 -2.196 3.392
35 H 1.537 -1.702 3.591
36 H 0.599 1.334 -0.747
37 H 2.316 0.940 -0.803
38 H 1.148 3.753 -0.394
39 H 1.857 3.091 -1.916
40 H 2.857 3.333 -0.518
41 C -2.627 -3.897 1.342
42 C -2.354 -2.430 1.091
43 O -2.790 -1.525 1.810
44 H -3.178 -4.103 2.204
45 H -1.692 -4.487 1.363
46 H -3.282 -4.279 0.506

For the molecular weight, the calculation gives 409.24 g mol⁻¹. For the total energy, the calculation gives -2625.309141 Eh. Its highest occupied orbital energy (alpha / beta) is -0.281 / -0.281 hartree. The spin multiplicity is 2. Its HOMO-LUMO gap (alpha / beta) is 0.3030 / 0.3037 Ha. The expectation value of S² is 0.76.